1.
Molecular formula: C22H24N2O
Method: DFT, the ωB97M-V functional and the def2-TZVPD basis

Computed properties:
* relative energy (zero: lowest compared OMol25 entry of this formula, charge and spin): 15.81 kcal/mol
* LUMO level: 0.0113 Ha

ORCA input file:
```
! RIJCOSX wB97M-V def2-TZVPD def2/J DEFGRID3
* xyz 0 1
O 2.262 -2.138 0.178
C 1.298 -1.494 -0.240
C 0.124 -2.252 -0.475
C -1.005 -1.638 -0.971
C -2.067 1.818 -2.110
C -3.433 -3.778 -2.830
C -0.928 2.534 -1.803
C -4.481 -3.873 -1.902
C -2.092 0.441 -1.800
C -2.282 -3.094 -2.504
C 0.168 1.912 -1.226
C -4.327 -3.278 -0.650
C -0.970 -0.197 -1.229
C -2.160 -2.431 -1.262
C 0.211 0.534 -0.965
C -3.193 -2.497 -0.334
N 1.386 -0.147 -0.469
N 1.571 2.764 2.022
C -3.177 -1.705 0.957
C 2.774 3.470 2.492
C 2.634 0.554 -0.058
C 1.585 1.294 2.155
C 4.000 2.919 1.705
C 4.081 1.383 1.872
C 2.801 0.653 1.490
H 0.189 -3.318 -0.306
H -2.936 2.351 -2.437
H -3.489 -4.167 -3.837
H -0.847 3.599 -2.006
H -5.383 -4.421 -2.192
H -2.964 -0.118 -2.082
H -1.475 -3.083 -3.205
H 1.035 2.472 -1.031
H -5.120 -3.389 0.070
H 0.690 3.178 2.359
H -3.333 -0.647 0.778
H -3.974 -2.039 1.641
H -2.214 -1.819 1.463
H 2.686 4.570 2.353
H 2.934 3.246 3.539
H 3.490 -0.002 -0.419
H 2.691 1.519 -0.487
H 0.644 0.841 1.794
H 1.609 1.024 3.234
H 3.950 3.216 0.638
H 4.893 3.388 2.076
H 4.336 1.172 2.899
H 4.886 1.062 1.217
H 2.923 -0.390 1.896
*
```

Mulliken atomic charge list, values in e, 5 entries: -0.73 0.02 -0.03 1.27 -0.94



2.
Molecular formula: C22H24N2O2S
Method: DFT, the ωB97M-V functional and the def2-TZVPD basis

Computed properties:
* relative energy (zero: lowest compared OMol25 entry of this formula, charge and spin): 11.61 kcal/mol
* LUMO level: -0.0024 Ha

ORCA input file:
```
! RIJCOSX wB97M-V def2-TZVPD def2/J DEFGRID3
* xyz 0 1
C -8.368 -0.842 -1.193
C -7.252 0.077 -0.711
C -7.526 0.600 0.696
C -6.456 1.565 1.205
C -5.105 0.904 1.474
O -4.433 0.719 0.246
C -3.206 0.129 0.250
C -2.610 -0.047 -1.000
C -1.368 -0.630 -1.121
C -0.681 -1.049 0.017
C -1.275 -0.879 1.261
C -2.525 -0.299 1.384
H -2.951 -0.184 2.368
H -0.753 -1.203 2.151
N 0.582 -1.646 -0.037
C 1.449 -1.680 -1.076
O 1.213 -1.362 -2.221
C 2.784 -2.332 -0.725
H 2.658 -3.416 -0.756
H 3.531 -2.043 -1.463
S 3.449 -1.990 0.939
C 4.321 -0.470 0.675
C 5.621 -0.362 1.100
C 6.342 0.821 0.893
C 5.768 1.883 0.250
C 4.428 1.812 -0.180
C 3.761 2.875 -0.824
C 2.444 2.737 -1.167
C 1.789 1.534 -0.855
N 2.380 0.526 -0.279
C 3.678 0.626 0.052
H 0.744 1.391 -1.093
H 1.904 3.530 -1.661
H 4.305 3.786 -1.034
H 6.325 2.791 0.072
H 7.365 0.876 1.234
H 6.088 -1.202 1.592
H 0.980 -1.873 0.867
H -0.917 -0.759 -2.091
H -3.149 0.285 -1.874
H -5.251 -0.061 1.978
H -4.503 1.552 2.128
H -6.305 2.363 0.477
H -6.799 2.015 2.139
H -7.608 -0.243 1.387
H -8.488 1.120 0.699
H -6.305 -0.461 -0.724
H -7.157 0.924 -1.394
H -8.157 -1.206 -2.196
H -8.470 -1.700 -0.532
H -9.319 -0.313 -1.214
*
```

Mulliken atomic charge list, values in e, 5 entries: -1.40 0.05 -0.69 -0.90 -0.70



3.
Molecular formula: C22H24N2O3S
Method: DFT, the ωB97M-V functional and the def2-TZVPD basis

Computed properties:
* relative energy (zero: lowest compared OMol25 entry of this formula, charge and spin): 4.70 kcal/mol
* LUMO level: 0.0193 Ha

ORCA input file:
```
! RIJCOSX wB97M-V def2-TZVPD def2/J DEFGRID3
* xyz 0 1
C 0.899 3.768 -4.214
C 1.048 3.294 -2.800
C 1.258 1.953 -2.523
C 1.413 1.514 -1.209
C 1.360 2.431 -0.159
C 1.149 3.767 -0.435
C 0.994 4.196 -1.742
H 0.828 5.244 -1.947
H 1.103 4.481 0.375
H 1.482 2.081 0.853
C 1.616 0.108 -0.934
N 1.609 -0.462 0.237
C 1.848 -1.789 0.004
C 2.000 -1.968 -1.349
O 1.854 -0.761 -1.936
C 2.252 -3.151 -2.204
H 2.608 -3.986 -1.607
H 1.327 -3.431 -2.710
H 2.992 -2.907 -2.964
C 1.962 -2.758 1.105
H 2.598 -3.598 0.829
H 2.350 -2.267 1.997
S 0.382 -3.578 1.705
O -0.391 -2.586 2.459
C -0.477 -3.769 0.076
C -1.020 -2.510 -0.594
O -0.899 -2.345 -1.794
N -1.711 -1.714 0.229
C -2.410 -0.532 -0.219
H -2.348 -0.510 -1.310
H -3.460 -0.626 0.079
C -1.820 0.754 0.374
C -1.832 0.712 1.876
C -0.675 0.396 2.578
C -0.693 0.318 3.959
C -1.867 0.552 4.654
C -3.023 0.870 3.962
C -3.005 0.948 2.581
H -3.910 1.199 2.044
H -3.942 1.056 4.500
H -1.882 0.488 5.732
H 0.210 0.065 4.494
H 0.237 0.201 2.033
H -2.413 1.597 0.012
H -0.798 0.874 0.019
H -1.581 -1.819 1.233
H -1.325 -4.421 0.296
H 0.204 -4.288 -0.594
H 1.294 1.232 -3.325
H 1.860 4.117 -4.592
H 0.554 2.963 -4.858
H 0.196 4.596 -4.273
*
```

Mulliken atomic charge list, values in e, 5 entries: -1.51 0.82 -0.68 0.33 -0.35



4.
Molecular formula: C22H24N2O5S
Method: DFT, the ωB97M-V functional and the def2-TZVPD basis

Computed properties:
* relative energy (zero: lowest compared OMol25 entry of this formula, charge and spin): 0.00 kcal/mol
* LUMO level: 0.0077 Ha

ORCA input file:
```
! RIJCOSX wB97M-V def2-TZVPD def2/J DEFGRID3
* xyz 0 1
C -2.205 -6.487 0.005
H -2.714 -6.337 -0.952
O -2.357 -5.371 0.851
C -1.854 -4.178 0.454
C -1.204 -3.945 -0.756
C -0.735 -2.680 -1.048
C -0.909 -1.619 -0.164
C -1.548 -1.861 1.053
C -2.012 -3.121 1.356
H -2.500 -3.323 2.296
H -1.661 -1.077 1.789
C -0.366 -0.300 -0.565
O 0.485 -0.173 -1.424
N -0.903 0.771 0.104
C -0.590 2.111 -0.148
C -1.514 3.086 -0.173
C -2.955 2.941 -0.029
C -3.658 1.839 -0.522
C -5.028 1.746 -0.353
C -5.722 2.744 0.309
C -5.040 3.854 0.783
C -3.674 3.956 0.608
H -3.144 4.823 0.976
H -5.578 4.645 1.285
H -6.790 2.665 0.443
H -5.557 0.890 -0.746
H -3.142 1.077 -1.086
H -1.139 4.095 -0.270
C 0.850 2.504 -0.271
O 1.195 3.528 -0.829
N 1.719 1.686 0.355
H 1.416 0.866 0.861
C 3.131 1.962 0.406
C 3.708 1.195 1.583
O 3.044 0.566 2.365
O 5.022 1.396 1.732
H 5.342 0.898 2.500
H 3.271 3.034 0.611
C 3.837 1.660 -0.927
C 3.638 0.224 -1.380
H 4.116 0.053 -2.345
H 2.577 -0.011 -1.463
S 4.310 -0.998 -0.213
C 6.093 -0.753 -0.483
H 6.602 -1.545 0.057
H 6.308 -0.831 -1.545
H 6.399 0.215 -0.096
H 3.410 2.324 -1.681
H 4.897 1.894 -0.818
H -1.774 0.623 0.596
H -0.223 -2.490 -1.979
H -1.055 -4.739 -1.470
H -2.669 -7.320 0.532
H -1.150 -6.714 -0.173
*
```

Mulliken atomic charge list, values in e, 5 entries: -0.84 0.34 -0.45 0.92 -0.40



5.
Molecular formula: C22H24N2O5S
Method: DFT, the ωB97M-V functional and the def2-TZVPD basis

Computed properties:
* relative energy (zero: lowest compared OMol25 entry of this formula, charge and spin): 30.21 kcal/mol
* LUMO level: 0.0033 Ha

ORCA input file:
```
! RIJCOSX wB97M-V def2-TZVPD def2/J DEFGRID3
* xyz 0 1
C -5.866 -2.362 -0.655
H -4.991 -2.995 -0.479
O -5.884 -1.252 0.211
C -4.859 -0.362 0.142
C -3.778 -0.456 -0.712
C -2.776 0.524 -0.693
C -2.871 1.603 0.202
C -3.971 1.690 1.061
C -4.945 0.725 1.030
H -5.800 0.775 1.684
H -4.048 2.520 1.748
N -1.879 2.546 0.205
C -0.757 2.540 -0.592
O 0.055 3.448 -0.504
C -0.660 1.407 -1.506
C -1.634 0.469 -1.550
H -1.539 -0.357 -2.242
C 0.560 1.315 -2.384
N 1.602 0.490 -1.809
S 1.593 -1.150 -2.020
O 2.874 -1.567 -2.522
O 0.427 -1.477 -2.795
C 1.412 -1.858 -0.381
C 0.268 -1.620 0.353
C 0.140 -2.184 1.610
C 1.154 -2.982 2.117
C 2.294 -3.222 1.369
C 2.425 -2.656 0.111
H 3.295 -2.826 -0.504
H 3.081 -3.848 1.763
H 1.053 -3.420 3.100
H -0.748 -1.999 2.195
H -0.507 -0.997 -0.062
C 2.803 1.075 -1.279
H 3.553 0.280 -1.291
C 2.634 1.615 0.152
C 3.959 2.195 0.689
H 3.900 3.272 0.823
C 4.170 1.454 2.011
H 5.218 1.263 2.231
C 3.376 0.170 1.773
H 3.025 -0.314 2.685
H 3.970 -0.552 1.193
O 2.240 0.578 1.044
H 3.728 2.012 2.837
H 4.770 1.975 -0.006
H 1.831 2.357 0.155
H 3.143 1.891 -1.927
H 0.965 2.318 -2.539
H 0.279 0.872 -3.343
H -1.958 3.326 0.847
H -3.669 -1.272 -1.408
H -6.770 -2.926 -0.429
H -5.886 -2.052 -1.705
*
```

Mulliken atomic charge list, values in e, 5 entries: -0.80 0.33 -0.46 0.52 -0.15



6.
Molecular formula: C22H24N2O6
Method: DFT, the ωB97M-V functional and the def2-TZVPD basis

Computed properties:
* relative energy (zero: lowest compared OMol25 entry of this formula, charge and spin): 11.05 kcal/mol
* LUMO level: 0.0145 Ha

ORCA input file:
```
! RIJCOSX wB97M-V def2-TZVPD def2/J DEFGRID3
* xyz 0 1
C -4.916 -3.570 -1.822
C -3.581 -3.369 -1.119
H -2.749 -3.661 -1.765
H -3.554 -3.949 -0.190
O -3.349 -1.996 -0.816
C -3.916 -1.521 0.306
O -4.571 -2.218 1.051
C -3.653 -0.099 0.523
C -4.216 0.639 1.572
N -3.786 1.896 1.447
C -2.940 2.032 0.364
C -2.843 0.782 -0.243
C -2.101 0.403 -1.472
H -1.538 -0.512 -1.298
H -1.418 1.181 -1.787
H -2.807 0.194 -2.276
C -2.457 3.377 0.132
O -2.910 4.308 0.777
C -1.378 3.630 -0.915
H -1.793 3.479 -1.918
O -0.285 2.742 -0.725
C 0.955 3.272 -0.669
O 1.188 4.442 -0.839
C 1.974 2.239 -0.395
C 3.321 2.590 -0.467
C 4.308 1.659 -0.226
C 3.969 0.344 0.104
C 2.617 -0.003 0.188
C 1.633 0.931 -0.058
H 0.594 0.654 0.020
H 2.324 -1.004 0.462
N 4.951 -0.619 0.333
C 6.261 -0.378 0.664
O 6.788 0.700 0.782
C 6.933 -1.723 0.888
C 5.998 -2.719 0.215
H 6.008 -3.701 0.683
H 6.264 -2.833 -0.836
C 4.635 -2.038 0.340
H 3.970 -2.283 -0.491
H 4.145 -2.314 1.282
H 7.944 -1.719 0.486
H 6.996 -1.890 1.965
H 5.344 1.945 -0.282
H 3.578 3.607 -0.722
H -1.030 4.665 -0.821
H -4.018 2.687 2.032
C -5.123 0.222 2.667
H -5.985 0.886 2.719
H -5.453 -0.798 2.498
H -4.602 0.267 3.623
H -5.032 -4.615 -2.094
H -4.964 -2.959 -2.721
H -5.729 -3.286 -1.158
*
```

Mulliken atomic charge list, values in e, 5 entries: -1.12 -0.30 0.33 0.32 -0.33



7.
Molecular formula: C22H24N3RhS2
Method: DFT, the ωB97M-V functional and the def2-TZVPD basis

Computed properties:
* relative energy (zero: lowest compared OMol25 entry of this formula, charge and spin): 23.74 kcal/mol
* LUMO level (spin up / spin down): -0.0487 / -0.0487 Ha

ORCA input file:
```
! RIJCOSX wB97M-V def2-TZVPD def2/J DEFGRID3
* xyz 0 1
Rh 0.094 0.965 -0.556
C -0.562 1.018 2.763
N 0.402 0.993 1.691
C 1.658 1.006 1.982
C 2.624 0.983 0.959
C 4.028 0.948 1.020
C 4.473 0.953 -0.291
C 3.333 0.993 -1.100
N 2.228 1.003 -0.357
C -0.643 -0.309 3.479
C -0.688 -0.364 4.864
C -0.788 -1.585 5.509
C -0.840 -2.755 4.773
C -0.783 -2.706 3.391
C -0.683 -1.487 2.746
H -1.539 1.249 2.327
H -0.313 1.810 3.482
H 1.997 1.041 3.021
H 4.618 0.927 1.917
H 5.490 0.922 -0.629
H 3.289 1.013 -2.175
H -0.639 0.551 5.438
H -0.819 -1.618 6.587
H -0.919 -3.704 5.282
H -0.813 -3.619 2.817
H -0.627 -1.440 1.667
C -4.415 -0.497 -0.570
C -3.135 0.284 -0.581
S -1.711 -0.674 -0.646
C -3.119 1.652 -0.561
C -4.373 2.473 -0.541
S -1.680 2.598 -0.579
H -4.194 -1.560 -0.577
H -5.020 -0.264 -1.446
H -5.002 -0.272 0.319
H -5.272 1.867 -0.540
H -4.391 3.126 -1.412
H -4.376 3.110 0.341
N 0.223 0.996 -2.955
C 1.101 0.016 -3.495
C 1.316 -1.146 -2.761
C 2.185 -2.111 -3.225
C 2.853 -1.925 -4.426
C 2.631 -0.778 -5.166
C 1.765 0.199 -4.701
H 0.333 1.900 -3.410
H -0.748 0.701 -3.049
H 0.807 -1.259 -1.806
H 2.357 -3.004 -2.644
H 3.543 -2.674 -4.784
H 3.137 -0.640 -6.110
H 1.605 1.096 -5.285
*
```

Mulliken atomic charge list, values in e, 5 entries: 0.25 -1.42 0.21 0.39 -0.20



8.
Molecular formula: C22H24N4O4S
Method: DFT, the ωB97M-V functional and the def2-TZVPD basis

Computed properties:
* relative energy (zero: lowest compared OMol25 entry of this formula, charge and spin): 34.93 kcal/mol
* LUMO level: 0.0209 Ha

ORCA input file:
```
! RIJCOSX wB97M-V def2-TZVPD def2/J DEFGRID3
* xyz 0 1
C -0.221 -3.581 -3.241
C 0.184 -3.524 -1.800
C 0.431 -2.308 -1.180
C 0.818 -2.252 0.152
C 0.976 -3.420 0.900
C 0.728 -4.632 0.268
C 0.340 -4.687 -1.056
H 0.153 -5.645 -1.519
H 0.842 -5.548 0.831
C 1.401 -3.378 2.336
H 1.066 -2.464 2.821
H 1.001 -4.232 2.877
H 2.489 -3.417 2.409
N 1.079 -0.982 0.744
C 0.125 -0.201 1.297
O 0.385 0.902 1.748
C -1.289 -0.763 1.338
H -1.273 -1.842 1.486
C -2.071 -0.427 0.051
C -1.508 0.835 -0.544
O -0.736 0.823 -1.486
N -1.833 2.032 0.025
C -2.627 2.303 1.102
N -3.405 1.488 1.723
C -4.066 2.101 2.736
C -3.800 3.419 2.900
S -2.650 3.948 1.730
H -4.196 4.101 3.623
H -4.744 1.518 3.332
H -1.290 2.819 -0.332
H -3.125 -0.299 0.289
H -1.943 -1.224 -0.683
H -1.787 -0.287 2.184
C 2.466 -0.576 0.855
H 3.102 -1.460 0.783
H 2.619 -0.116 1.838
C 2.986 0.454 -0.155
O 4.145 0.813 -0.101
N 2.111 0.892 -1.073
H 1.136 0.626 -1.037
C 2.400 2.033 -1.910
C 1.504 3.175 -1.555
C 0.932 3.522 -0.365
C 0.142 4.672 -0.632
C 0.299 4.933 -1.958
O 1.118 4.029 -2.524
H -0.098 5.701 -2.591
H -0.444 5.230 0.070
H 1.054 3.022 0.575
H 3.454 2.288 -1.749
H 2.252 1.778 -2.965
H 0.321 -1.389 -1.736
H -1.003 -4.322 -3.393
H 0.632 -3.865 -3.856
H -0.578 -2.612 -3.581
*
```

Mulliken atomic charge list, values in e, 5 entries: -1.80 0.42 -0.09 -0.29 0.70



9.
Molecular formula: C22H24N4O4S2
Method: DFT, the ωB97M-V functional and the def2-TZVPD basis

Computed properties:
* relative energy (zero: lowest compared OMol25 entry of this formula, charge and spin): 10.45 kcal/mol
* LUMO level: -0.0243 Ha

ORCA input file:
```
! RIJCOSX wB97M-V def2-TZVPD def2/J DEFGRID3
* xyz 0 1
C -4.007 -1.740 -2.299
N -2.581 -1.794 -2.106
S -2.090 -2.238 -0.574
O -0.657 -2.322 -0.603
O -2.849 -3.386 -0.185
C -2.535 -0.832 0.448
C -1.569 0.135 0.605
C -1.885 1.341 1.229
C -3.178 1.547 1.699
C -4.130 0.550 1.553
C -3.821 -0.644 0.920
H -4.550 -1.428 0.797
H -5.128 0.714 1.929
H -3.430 2.488 2.159
N -0.878 2.305 1.283
C -1.043 3.645 1.087
O -2.058 4.264 1.286
C 0.221 4.270 0.507
H 0.137 5.354 0.490
H 1.128 3.949 1.015
S 0.343 3.760 -1.251
C 1.130 2.199 -1.165
N 1.559 1.760 0.010
C 2.210 0.604 0.103
C 2.436 -0.204 -1.015
C 1.943 0.222 -2.247
C 1.291 1.444 -2.347
C 0.775 1.903 -3.577
N 0.347 2.264 -4.577
H 2.086 -0.405 -3.115
C 3.174 -1.485 -0.916
O 3.333 -2.200 -1.877
C 3.773 -1.783 0.437
H 3.936 -2.859 0.509
C 2.938 -1.280 1.620
C 3.706 -1.524 2.922
H 3.893 -2.586 3.056
H 4.664 -1.007 2.916
H 3.131 -1.170 3.774
C 1.605 -2.028 1.677
H 1.779 -3.082 1.878
H 0.979 -1.633 2.475
H 1.056 -1.963 0.741
C 2.708 0.229 1.457
H 2.016 0.599 2.216
H 3.658 0.756 1.609
H 4.756 -1.300 0.451
H 0.053 1.952 1.051
H -0.578 -0.061 0.228
C -1.825 -0.718 -2.692
H -0.779 -0.895 -2.456
H -1.954 -0.730 -3.774
H -2.130 0.266 -2.310
H -4.437 -2.580 -1.759
H -4.230 -1.843 -3.361
H -4.441 -0.800 -1.932
*
```

Mulliken atomic charge list, values in e, 5 entries: -0.99 0.07 0.99 -0.60 -0.73



Question: Which formula does entry 4 have?
Answer: C22H24N2O5S